Here is a 12-piece molecular cluster, C95H208N5O9P3 overall in a non-equilibrium geometry from the Open Molecules 2025 dataset. Energies are from ωB97M-V/def2-TZVPD.

XYZ file:
```
320
Properties=species:S:1:pos:R:3:forces:R:3
C -27.22486 0.60593 30.99694 -1.4 0.4 1.1
C -27.80540 1.05942 32.40418 1.3 -1.2 -0.9
C -26.76833 0.99749 33.54687 -0.4 -0.2 0.1
N -27.28125 0.21188 34.83252 1.6 0.2 -1.7
C -27.29047 -1.25864 34.48772 -0.7 0.4 1.2
C -26.23808 0.48853 35.86734 0.2 1.0 -0.4
C -26.76172 1.66924 36.67277 0.0 0.5 0.3
C -28.23666 1.41906 36.72069 -2.7 0.0 0.0
C -28.56501 0.75189 35.40751 0.0 0.3 -2.1
H -28.09302 0.54923 30.33903 0.1 0.1 -0.2
H -26.73097 -0.35201 30.96420 0.3 -0.2 0.4
H -26.57353 1.38200 30.62872 0.3 0.2 -0.2
H -28.61371 0.42412 32.71657 -0.5 -0.5 -0.3
H -28.26811 2.02207 32.21439 0.3 0.4 0.5
H -26.50709 2.00509 33.84350 -0.1 0.2 0.6
H -25.80858 0.49453 33.31198 -0.7 0.0 -0.2
H -27.59843 -1.80212 35.39592 0.4 0.2 -0.2
H -26.32316 -1.55810 34.11412 0.3 0.0 0.0
H -28.05622 -1.47488 33.77123 -0.3 0.2 -0.6
H -26.18276 -0.40520 36.45350 0.2 -0.3 0.6
H -25.28177 0.70974 35.38980 -0.1 -0.4 0.0
H -26.29138 1.57039 37.63528 0.1 0.5 0.5
H -26.61800 2.70971 36.29501 0.5 -1.0 -0.1
H -28.65311 0.78641 37.48915 0.7 -0.5 0.7
H -28.95774 2.25974 36.80520 1.1 0.1 0.0
H -29.30624 -0.02524 35.37390 -0.2 -0.5 0.6
H -28.89782 1.43772 34.62386 -0.1 0.3 0.4
C -24.06239 -5.97226 32.44319 -1.3 -2.1 -0.6
C -24.34579 -5.75960 30.93146 2.0 -0.4 1.6
C -25.66291 -5.11168 30.79720 -0.9 -0.4 0.6
N -26.08861 -4.76222 29.39461 -1.3 0.2 -0.4
C -25.09639 -3.78058 28.82547 -1.2 -0.9 0.9
C -27.47979 -4.16219 29.54348 1.0 0.0 1.4
C -28.39532 -5.35157 29.82513 -0.7 0.9 -1.9
C -27.67295 -6.48616 29.08328 -0.4 -1.6 -0.1
C -26.39203 -5.97031 28.48094 0.5 1.7 0.1
H -23.22429 -6.61398 32.68662 0.6 0.0 -0.6
H -24.90468 -6.62015 32.80103 0.3 0.9 0.2
H -23.94220 -5.09401 32.99649 -0.2 1.4 0.7
H -24.27777 -6.76855 30.58795 -0.4 -0.6 -1.0
H -23.53021 -5.20344 30.49764 0.1 0.2 -0.1
H -25.67595 -4.16524 31.38433 0.0 -0.5 -0.5
H -26.38290 -5.83801 31.25736 0.2 0.9 -0.6
H -25.28524 -3.62559 27.76618 -0.4 0.4 0.2
H -24.20766 -4.36612 28.83971 1.0 0.3 0.1
H -25.18204 -2.97625 29.56738 0.7 0.4 -0.7
H -27.70029 -3.70223 28.59024 -0.2 0.2 -0.1
H -27.43051 -3.43211 30.37064 -0.1 -0.1 -0.6
H -29.35118 -5.01323 29.37510 0.3 -0.8 0.1
H -28.65065 -5.64080 30.82820 0.4 0.3 0.6
H -28.29773 -7.03998 28.36836 0.2 0.4 0.1
H -27.36712 -7.23671 29.80346 -0.2 -0.3 0.3
H -26.47112 -5.57993 27.44762 0.0 -0.1 0.7
H -25.49937 -6.57271 28.52584 0.0 -0.6 -0.1
C -16.26484 -3.74631 35.88534 -0.9 -0.2 -2.0
C -17.56084 -4.31632 36.42837 -1.1 1.7 0.1
C -18.67107 -4.28762 35.33840 1.7 0.0 0.3
N -19.95746 -5.05108 35.70653 1.5 0.8 -0.1
C -20.79113 -4.97724 34.47722 -2.5 -1.1 0.6
C -20.56871 -4.52361 37.04934 -0.9 0.5 -1.3
C -20.52002 -5.62717 38.04445 2.1 -1.2 0.3
C -20.56080 -6.87283 37.11936 -2.0 -0.9 1.1
C -19.77106 -6.54318 35.91817 1.0 -0.4 -1.6
H -16.09606 -4.36863 34.95572 0.6 0.9 0.8
H -15.43068 -3.72517 36.57339 0.1 -0.3 0.1
H -16.49092 -2.70238 35.59203 0.4 -0.4 -0.1
H -17.83618 -3.63918 37.27054 -0.1 -1.1 -0.1
H -17.42665 -5.33467 36.67917 0.2 -1.0 1.0
H -18.20052 -4.65624 34.38093 -1.2 -0.1 1.0
H -18.92718 -3.24701 35.13130 -0.5 -0.1 0.1
H -21.62227 -5.72899 34.75565 0.8 1.3 -1.1
H -20.15278 -5.31099 33.63107 -0.6 0.1 0.5
H -21.25062 -4.00252 34.27915 0.3 0.0 0.3
H -21.66024 -4.33970 36.85838 1.2 0.4 -0.2
H -20.00969 -3.65210 37.40231 -0.4 0.1 -0.5
H -21.31954 -5.45514 38.75974 -0.1 -0.6 0.0
H -19.54248 -5.64848 38.60050 -0.9 0.2 -0.4
H -21.61206 -6.94815 36.76293 0.4 -0.3 0.4
H -20.27040 -7.86777 37.54573 -0.3 1.1 -0.1
H -20.09797 -7.09383 34.99365 0.1 0.7 0.9
H -18.72209 -6.79733 35.97626 0.4 0.3 0.4
C -18.20962 -6.32335 23.99024 1.6 0.2 -1.3
C -19.19676 -7.43081 23.66283 -0.6 0.9 -0.6
C -20.07162 -7.35987 24.87677 -0.1 -1.1 1.7
N -21.19031 -8.35015 24.78416 -1.7 -1.3 0.3
C -22.27168 -7.94740 23.74293 2.3 0.4 0.5
C -20.74325 -9.79328 24.54093 -0.6 -0.3 0.3
C -21.97867 -10.68381 24.89563 1.1 0.0 -1.0
C -22.75467 -9.88583 25.93701 1.2 -0.2 1.5
C -21.91881 -8.59472 26.11104 -0.5 1.5 0.7
H -18.63703 -5.34729 23.89393 -0.8 0.6 0.2
H -17.34059 -6.24242 23.28738 -0.5 -0.6 0.8
H -17.89302 -6.42907 25.03910 0.3 0.0 -0.5
H -18.69938 -8.40718 23.62426 -0.1 0.3 -0.2
H -19.83177 -7.29587 22.73359 1.2 0.1 0.8
H -20.41722 -6.37112 25.28745 -0.2 -0.8 -1.1
H -19.43424 -7.74525 25.69807 -0.4 0.0 -0.1
H -23.07720 -8.66071 23.81715 -0.2 0.1 -0.3
H -21.75220 -7.88601 22.77508 -0.6 -0.6 0.2
H -22.50742 -6.92446 23.99264 -0.6 0.2 0.3
H -20.30968 -9.98749 23.56129 -0.2 0.3 0.0
H -20.00361 -10.03615 25.31168 0.2 0.5 -0.2
H -22.55803 -10.96468 24.01831 -0.1 0.3 -0.1
H -21.51653 -11.61688 25.22026 -0.4 0.0 0.4
H -23.79692 -9.74745 25.70587 -0.2 0.3 -0.3
H -22.74294 -10.39924 26.92331 -0.1 0.2 -0.6
H -22.48304 -7.68087 26.40180 0.1 -0.5 -0.5
H -21.15528 -8.65824 26.91653 -0.2 -0.4 -0.8
C -23.15895 0.67580 29.97663 0.0 0.7 -0.8
C -21.92060 -0.10107 29.64121 -0.4 -1.8 -0.6
C -22.28964 -1.54542 29.19350 2.0 1.3 -1.1
N -21.09539 -2.45742 28.90645 -0.7 -1.3 0.6
C -20.58448 -2.21599 27.47608 0.4 -2.4 1.2
C -21.51270 -3.94286 29.20214 -0.3 0.5 -2.6
C -20.16507 -4.65125 29.17363 -0.2 -0.8 -0.1
C -19.16058 -3.67275 29.79455 -1.5 0.6 -0.4
C -20.03209 -2.37771 29.92627 2.3 0.5 -0.4
H -23.61877 0.26975 30.82075 -0.6 -0.4 1.7
H -23.93644 0.52890 29.21752 0.3 0.4 -0.3
H -22.93314 1.74740 30.12654 -0.3 -0.5 -0.1
H -21.25598 -0.25941 30.45772 0.5 0.6 0.9
H -21.41842 0.40138 28.84562 0.8 0.2 -0.6
H -22.78580 -1.45940 28.25907 -0.7 -0.1 -0.9
H -22.90677 -2.04118 29.86838 -1.0 -0.7 1.4
H -21.44555 -2.48942 26.85144 0.5 0.6 -0.2
H -19.69615 -2.88364 27.20448 -1.4 0.9 0.6
H -20.21928 -1.22328 27.52979 0.0 1.1 -0.8
H -22.16004 -4.24684 28.31887 0.5 0.1 1.3
H -22.03462 -3.88693 30.15624 0.1 -0.2 0.0
H -19.92474 -4.83881 28.13689 0.0 0.0 -0.4
H -20.18754 -5.66610 29.60707 -0.1 0.6 0.3
H -18.31156 -3.51144 29.15021 0.3 0.0 -0.1
H -18.85303 -4.02005 30.75513 0.4 -0.1 0.7
H -19.41487 -1.48745 29.69140 -0.4 -0.2 0.6
H -20.47200 -2.37288 30.91990 -0.2 0.4 0.0
C -14.87519 -6.03780 28.34430 -1.0 -0.4 -0.2
C -13.95513 -4.87055 28.40627 1.1 2.0 0.3
C -13.87600 -4.03515 29.74548 -0.4 -0.4 -1.4
C -13.61468 -4.89658 30.93766 0.5 0.0 1.1
P -12.88407 -4.09255 32.36232 1.2 -0.7 -0.2
C -13.95795 -2.89422 33.09390 -0.7 0.9 -0.1
C -14.30567 -1.64034 32.27985 0.9 -0.4 0.3
C -15.40449 -0.87980 32.99620 0.2 0.4 -0.4
C -15.68872 0.40929 32.26935 1.4 -0.4 -1.5
C -11.26365 -3.46998 31.71865 -1.8 0.4 0.5
C -10.40028 -2.79891 32.78915 0.3 -1.3 0.6
C -9.54840 -1.68202 32.20965 -1.4 0.7 1.3
C -8.55646 -1.14590 33.23120 -0.1 0.6 0.6
C -12.60593 -5.31264 33.68301 1.1 1.1 0.1
C -13.60257 -6.44825 33.80866 1.2 0.5 1.2
C -13.12763 -7.24703 35.03717 0.3 0.2 1.0
C -14.13682 -8.27178 35.47323 -2.1 0.1 -0.7
H -14.46986 -6.88661 28.88072 0.1 -0.3 0.1
H -15.17690 -6.39463 27.32931 0.5 0.5 0.7
H -15.78036 -5.74668 28.86580 -0.5 -0.2 0.1
H -14.10047 -4.10828 27.62755 -0.4 -0.3 0.0
H -12.92911 -5.14864 28.26241 0.7 -0.6 -0.3
H -14.83076 -3.56401 29.95839 -0.1 0.5 -0.4
H -13.07967 -3.28940 29.56423 -0.5 -0.2 0.2
H -12.87157 -5.65962 30.75639 0.2 -0.6 -0.3
H -14.51750 -5.33188 31.33085 -0.6 -0.5 -0.1
H -13.53715 -2.54408 34.03255 0.1 -0.3 0.3
H -14.91434 -3.42254 33.27275 0.4 -0.1 0.1
H -14.63174 -1.97299 31.31515 -0.5 0.1 -0.7
H -13.39074 -1.03978 32.08166 -0.5 -0.1 0.4
H -15.16321 -0.70022 34.03591 0.2 0.0 0.3
H -16.29735 -1.46702 32.97099 -0.6 -0.7 0.2
H -16.39297 1.04086 32.75094 -0.7 0.6 0.3
H -16.00108 0.13187 31.23406 -0.1 0.5 0.6
H -14.71757 0.92608 32.14157 -0.6 0.2 0.2
H -11.64634 -2.70430 31.00457 0.7 -0.4 0.1
H -10.84997 -4.33243 31.18331 0.2 0.4 0.0
H -9.76458 -3.55828 33.33481 -0.5 0.6 -0.8
H -11.07017 -2.46388 33.59397 0.2 0.5 -0.1
H -10.24986 -0.86868 31.89718 0.5 -0.4 0.2
H -9.06766 -1.99934 31.30841 0.5 -0.4 -0.5
H -7.98192 -1.94206 33.73215 -0.2 0.2 -0.3
H -8.99371 -0.48679 34.04996 0.3 -0.9 -1.1
H -7.88057 -0.55302 32.64001 0.6 0.5 0.3
H -12.54978 -4.68206 34.61059 -0.2 -0.6 -0.6
H -11.58143 -5.71894 33.56590 -0.4 0.2 -0.1
H -13.49483 -7.05246 32.92942 -0.5 -0.5 -0.5
H -14.60623 -6.03648 33.92061 -0.1 -0.4 -0.1
H -12.91218 -6.57085 35.92423 -0.4 -0.4 -1.1
H -12.13615 -7.73070 34.85593 -0.7 0.3 -0.2
H -13.87985 -8.82751 36.33320 0.3 -0.1 1.4
H -14.30888 -9.07578 34.78634 0.3 -0.4 -1.1
H -15.20400 -7.88140 35.55101 1.4 0.0 0.4
C -21.85186 4.02871 24.28613 -0.9 -2.0 0.3
C -21.59709 2.53154 23.90167 0.2 0.4 -0.3
C -20.22320 2.27545 23.25831 0.9 -0.6 0.9
C -19.91786 0.74727 23.20229 0.8 1.1 -0.3
P -18.46671 0.21257 22.21932 -0.7 -1.6 -0.5
C -18.99200 -0.17007 20.48230 0.8 1.3 -0.1
C -19.37423 1.15067 19.72141 0.6 -2.0 0.5
C -19.82639 0.94960 18.27045 -0.1 -1.2 1.2
C -21.13221 0.14496 18.22298 0.5 -2.1 1.0
C -17.08048 1.39437 22.28921 -0.5 -0.2 0.5
C -15.75404 0.76753 21.85441 0.0 -1.2 -0.2
C -14.80499 1.73367 21.24883 1.0 0.8 -0.9
C -13.57750 1.00586 20.58471 -2.3 -0.5 0.3
C -17.98749 -1.40690 22.97653 -1.3 1.0 0.7
C -18.58816 -2.68629 22.39297 0.0 1.0 -0.6
C -20.07782 -2.87561 22.66049 -0.2 -1.6 -0.1
C -20.75598 -3.96600 21.74042 0.7 1.7 1.2
H -21.57849 4.54896 23.41011 0.4 1.3 -0.7
H -21.33533 4.35317 25.19682 0.3 -0.1 -0.4
H -22.92350 4.18555 24.48125 0.3 0.0 -0.2
H -22.28087 2.12477 23.14329 -0.4 0.7 0.1
H -21.78081 1.88092 24.72593 0.2 -0.5 1.0
H -19.35705 2.68962 23.84447 -0.9 0.2 -0.6
H -20.26865 2.70985 22.25603 0.4 0.1 0.1
H -20.77303 0.18847 22.88178 -0.5 -0.4 -0.4
H -19.63530 0.35644 24.17738 -0.1 0.2 0.4
H -19.89398 -0.75184 20.60706 -0.1 -0.6 0.0
H -18.20726 -0.72289 19.94101 -0.3 0.0 0.4
H -18.51751 1.80133 19.78459 0.1 0.6 -0.1
H -20.17683 1.45430 20.36587 -0.6 1.2 -0.2
H -19.00911 0.53447 17.66772 -0.3 -0.2 0.1
H -19.98090 1.92054 17.91929 -0.4 1.6 -0.9
H -21.53764 -0.00811 17.21738 -0.1 0.5 0.3
H -21.85892 0.54841 18.96571 0.2 0.0 -0.9
H -20.94645 -0.94134 18.59500 -0.2 1.6 -0.6
H -17.02846 1.67241 23.36946 -0.1 0.3 -0.8
H -17.36440 2.23639 21.61890 0.2 -0.3 0.7
H -15.89013 -0.02047 21.06270 -0.1 0.4 0.9
H -15.20269 0.35664 22.71221 -0.6 -0.5 -0.1
H -14.41993 2.43809 21.99983 -0.2 0.0 -0.1
H -15.37632 2.33106 20.51856 0.5 -0.1 -0.1
H -13.92136 0.02537 20.16374 0.5 0.6 0.6
H -12.78495 0.89072 21.30264 0.4 -0.2 0.0
H -13.28948 1.57442 19.74235 0.8 0.7 -0.7
H -18.26362 -1.30524 24.04772 0.2 0.0 -0.3
H -16.93265 -1.37169 22.96194 1.4 -0.4 -0.1
H -18.03614 -3.49755 22.81717 0.3 -0.6 0.4
H -18.33427 -2.74207 21.33286 -0.3 0.0 -0.2
H -20.68293 -1.97634 22.67905 0.1 0.4 -0.6
H -20.21381 -3.23172 23.67205 0.2 -0.1 0.6
H -20.25137 -4.92519 21.78562 0.3 0.0 -0.1
H -20.76236 -3.53530 20.75126 -0.2 -0.4 -0.6
H -21.74859 -4.08890 22.14180 -0.5 -0.2 -0.3
C -17.78225 8.97597 28.93230 0.1 -4.0 -0.4
C -16.61442 7.93376 29.15555 -0.4 0.2 1.7
C -16.79674 6.59685 28.46166 -1.2 0.3 -0.5
C -15.82319 5.47364 28.84060 -0.8 0.0 0.4
P -16.17932 3.87617 28.01022 0.8 1.0 -0.7
C -15.21993 2.60017 28.86451 0.2 -0.4 -1.8
C -13.65791 2.59274 28.71215 -1.6 -0.8 1.2
C -13.23850 1.20166 29.30059 -0.9 1.4 0.1
C -11.78529 1.07603 29.42190 1.3 0.2 -1.6
C -17.87979 3.46134 28.04946 -1.8 -1.4 1.4
C -18.44569 2.56700 29.22218 0.3 0.5 -0.3
C -18.60189 3.29314 30.53855 -2.2 1.2 -0.9
C -19.62947 2.56853 31.44113 2.1 -0.5 1.0
C -15.76939 3.86425 26.22717 -1.4 -1.3 1.0
C -16.18800 4.96567 25.26675 1.4 -1.1 -0.9
C -17.63678 5.23078 24.98533 0.3 -0.4 -1.8
C -17.81840 6.02321 23.68203 0.5 -0.7 -1.2
H -17.54581 9.88095 29.38200 0.4 1.7 0.5
H -18.70029 8.55217 29.42523 0.6 0.6 -0.8
H -17.84369 8.99554 27.83657 -0.6 0.6 0.3
H -15.70911 8.39569 28.83514 0.9 0.3 -0.2
H -16.48786 7.69931 30.24162 -0.1 0.4 -0.6
H -17.85110 6.33841 28.68022 0.4 -0.4 -0.2
H -16.73124 6.77065 27.38661 -0.1 -0.1 -0.2
H -14.80349 5.82454 28.64361 0.0 -0.4 0.2
H -15.96859 5.22087 29.91544 0.4 0.3 -0.4
H -15.58828 1.65183 28.42100 -0.1 0.5 0.3
H -15.56405 2.66221 29.88418 0.2 -0.1 0.6
H -13.30265 3.46463 29.25822 0.6 -0.2 0.0
H -13.33197 2.62565 27.67661 -0.1 0.2 -0.1
H -13.64536 0.48049 28.63839 -0.3 -0.8 -1.0
H -13.76666 0.97300 30.21674 -0.1 0.4 0.5
H -11.35365 1.15909 28.39170 0.1 0.3 1.0
H -11.40991 0.17568 29.80323 0.0 -2.0 0.3
H -11.35486 1.73861 30.13416 0.3 1.3 0.1
H -18.59083 4.27617 27.92998 0.4 0.4 0.0
H -18.00375 2.80273 27.20658 0.1 -0.1 -0.6
H -19.47147 2.32918 28.87346 0.7 -0.4 0.2
H -17.84441 1.66187 29.42458 -0.4 0.1 -0.7
H -17.67198 3.43837 31.04704 0.6 0.1 0.4
H -19.01215 4.30893 30.24674 0.4 -0.8 0.7
H -20.51046 2.23530 30.89807 0.0 0.0 -0.1
H -19.93198 3.25546 32.25650 0.1 -0.7 -0.2
H -19.03805 1.65485 31.86018 -1.5 1.3 -0.4
H -16.09917 2.82721 25.93940 0.2 0.9 0.1
H -14.72092 3.86041 26.27211 1.7 -0.1 -0.3
H -15.70345 4.59439 24.32479 -0.5 0.5 0.4
H -15.57775 5.80706 25.55108 -0.2 0.9 -0.1
H -18.12241 5.66998 25.79516 -0.9 1.0 1.4
H -18.11983 4.29766 24.79912 -0.4 -1.0 0.3
H -17.52006 5.36754 22.77536 -0.3 1.0 1.4
H -17.13017 6.85818 23.72136 0.0 0.4 -0.3
H -18.82843 6.39885 23.44577 0.4 -0.2 0.5
O -23.73396 -1.20187 33.19689 1.5 -0.3 0.5
C -23.88464 -2.13892 32.15696 -1.5 0.3 1.2
O -23.13581 -3.12977 32.21677 0.3 0.4 -0.8
O -24.87341 -1.83736 31.46490 0.3 -0.7 -0.8
H -22.91385 -1.52838 33.62351 -0.6 0.5 0.0
C -23.62139 -3.93483 24.96294 -1.1 1.4 -1.0
C -23.09520 -4.90080 25.96824 0.8 -1.1 2.6
O -21.84945 -5.15920 26.03449 -0.7 0.4 -0.8
O -23.90926 -5.34573 26.85052 0.4 0.4 -1.5
H -23.66827 -2.90868 25.37713 0.0 -0.4 0.4
H -24.68222 -4.15602 24.71760 0.7 0.0 -0.1
H -23.03182 -3.73919 24.05449 0.0 -0.7 0.2
C -16.45996 -0.93050 27.81208 -0.4 2.0 0.1
C -17.35040 -0.17359 26.79174 -1.4 -3.3 -0.8
O -18.17360 -0.92306 26.16330 0.5 0.6 0.4
O -17.24696 1.03751 26.64075 0.8 1.7 0.0
H -15.45548 -0.97745 27.39844 0.2 -0.2 0.1
H -16.86489 -1.89590 28.06427 0.0 -0.3 0.0
H -16.45290 -0.24750 28.68622 0.3 -0.7 0.0
C -17.29064 -7.14974 32.67483 1.4 -1.6 0.1
C -17.56925 -5.76236 32.41325 -2.2 2.2 -0.3
O -18.81300 -5.45088 32.57156 1.3 -0.1 -0.8
O -16.66545 -4.94052 32.19800 0.8 0.4 -0.1
H -17.33699 -7.16874 33.74550 -0.1 -0.6 0.9
H -16.30077 -7.49185 32.39207 0.2 0.1 -0.1
H -18.01536 -7.80221 32.25161 -0.7 -0.5 -0.1
```
Forces are in eV/Å.

Results
- orbital gap (eV) = 8.790
- total energy (a.u.) = -5718.30191
- F_max (eV/Å) = 4.06
- net charge = +4

Here are the Mulliken charges for atoms 1 to 4, given in e: -1.1912 -0.8184 -0.4916 0.2756